No. 1
Here is a cluster of 6 separate species, C6H12Cl12 in total at a distorted geometry from the Open Molecules 2025 dataset. Energies are from wB97M-V/def2-TZVPD.

Cartesian coordinates (Å):
C1 4.5029 0.5692 -1.1574
Cl1 3.9404 2.2570 -0.7178
Cl2 3.3187 -0.2939 -2.1800
H1 5.4547 0.7096 -1.6697
H2 4.4883 0.0931 -0.1770
C2 -2.5945 0.7497 -2.6575
Cl3 -3.3502 -0.8120 -2.3399
Cl4 -2.3674 0.8573 -4.5175
H3 -3.2970 1.5303 -2.3657
H4 -1.6907 0.7147 -2.0492
C3 -2.6032 -3.4095 -0.0648
Cl5 -2.2246 -5.0032 -0.6464
Cl6 -4.2600 -3.4580 0.6927
H5 -1.9319 -2.9884 0.6836
H6 -2.5504 -2.8476 -0.9973
C4 0.5637 0.4986 0.2394
Cl7 -0.7050 -0.5852 0.6768
Cl8 1.9566 0.2206 1.3273
H7 0.8585 0.4256 -0.8074
H8 0.2213 1.5209 0.3998
C5 -3.4287 4.0565 0.1904
Cl9 -2.0213 3.0086 -0.1634
Cl10 -3.1840 5.1796 1.5560
H9 -3.6026 4.6790 -0.6873
H10 -4.3119 3.4539 0.4024
C6 3.8476 -2.0600 3.4268
Cl11 2.7062 -2.6405 4.6192
Cl12 4.2551 -3.4483 2.2938
H11 3.2866 -1.3698 2.7967
H12 4.7226 -1.6078 3.8937

Output
Frontier orbital gap (spin up / spin down) (eV): 2.3 / 10.3
Charge: -1
Largest force on an atom (Eh/bohr): 0.0316
Multiplicity: 2
<S²>: 0.752
Energy above the lowest of the compared OMol25 structures with the same formula, charge and spin (kJ/mol): 0.0
Energy (Eh): -5758.05541

No. 2
Here is the molecule C3H7NO2 from the Open Molecules 2025 dataset. Energies are from wB97M-V/def2-TZVPD.

Cartesian coordinates (Å):
C1 -0.8711 -0.0785 1.6041
C2 0.0778 -0.0714 0.4406
N1 1.2296 -0.5880 0.6204
O1 2.0496 -0.3893 -0.5276
C3 -0.3924 0.5659 -0.8569
O2 -0.1690 -0.2032 -2.0160
H1 -0.3435 -0.3057 2.5324
H2 -1.3621 0.8971 1.7006
H3 -1.6591 -0.8248 1.4487
H4 2.1155 -1.2727 -0.9087
H5 0.0740 1.5592 -0.9301
H6 -1.4745 0.7135 -0.7964
H7 0.7251 -0.0021 -2.3111

Output
Frontier orbital gap (eV): 10.4
Largest force on an atom (Eh/bohr): 0.0112
Multiplicity: 1
Energy above the lowest of the compared OMol25 structures with the same formula, charge and spin (kJ/mol): 294.5
Energy (Eh): -323.66878

No. 3
Here is a structure of composition C9H35B3NO3Sn at a distorted geometry from the Open Molecules 2025 dataset. Energies are from wB97M-V/def2-TZVPD.

Cartesian coordinates (Å):
Sn1 24.4408 0.9476 -10.2597
B1 26.4618 -2.1465 -9.4030
H1 25.9377 -1.5084 -10.2093
H2 27.0070 -3.0592 -9.8520
H3 27.2415 -1.3824 -9.0304
H4 25.7525 -2.4276 -8.5370
B2 25.5120 0.6928 -7.1925
H5 25.4930 -0.1501 -7.9869
H6 26.3331 0.4444 -6.4248
H7 25.7489 1.7463 -7.6147
H8 24.5390 0.6510 -6.5709
B3 27.2261 0.5032 -11.7472
H9 28.2486 0.0666 -11.4597
H10 26.3589 -0.2339 -11.5281
H11 26.9992 1.5030 -11.1974
H12 27.2826 0.7627 -12.8737
C1 27.3575 3.5681 -9.7745
O1 25.9977 3.4740 -10.1467
C2 25.5362 4.5949 -10.8214
C3 24.0628 4.6224 -11.1694
N1 23.7016 3.4278 -11.9052
C4 22.3727 3.3577 -12.4739
C5 21.3860 2.8027 -11.4144
O2 21.6273 1.4064 -11.2401
C6 20.6192 0.7742 -10.4529
H13 27.5336 4.1706 -8.8769
H14 27.9510 3.9486 -10.6080
H15 27.7920 2.6156 -9.4768
H16 26.1158 4.7726 -11.7385
H17 25.6522 5.5516 -10.2898
H18 23.8470 5.5224 -11.7545
H19 23.5249 4.6233 -10.2172
H20 24.3488 3.1354 -12.6274
H21 22.3614 2.8137 -13.4163
H22 21.9902 4.3573 -12.7278
H23 20.4185 2.7552 -11.9302
H24 21.3683 3.3429 -10.4666
H25 20.5606 -0.2516 -10.8154
H26 19.6443 1.2550 -10.5425
H27 20.9783 0.7598 -9.4205
C7 21.7433 1.8707 -6.2247
C8 22.2719 2.8817 -7.2804
C9 22.4371 4.2880 -6.7788
O3 23.3900 2.2760 -7.9456
H28 21.8977 0.8330 -6.5122
H29 20.7101 2.1712 -6.0533
H30 22.4213 1.9518 -5.3707
H31 21.5134 2.9567 -8.0710
H32 21.4487 4.6997 -6.5675
H33 22.9313 4.8996 -7.5325
H34 22.9735 4.2621 -5.8267
H35 24.1067 2.2469 -7.2814

Output
Frontier orbital gap (eV): 6.1
Charge: -1
Largest force on an atom (Eh/bohr): 0.0620
Multiplicity: 1
Energy above the lowest of the compared OMol25 structures with the same formula, charge and spin (kJ/mol): 0.0
Energy (Eh): -932.90869

No. 4
Here is a structure of composition C23H16BrMgN8S3 from the Open Molecules 2025 dataset. Energies are from wB97M-V/def2-TZVPD.

Cartesian coordinates (Å):
Mg1 -0.1426 0.6915 -0.5217
N1 4.1365 0.9412 1.9713
C1 3.0924 0.9899 1.0623
S1 2.0520 2.3158 1.0832
N2 3.0929 -0.0532 0.2507
N3 1.9961 -0.1520 -0.5633
C2 2.1827 -1.0165 -1.4930
C3 1.0943 -1.4835 -2.3352
C4 1.3534 -2.3507 -3.3937
C5 0.2885 -2.8310 -4.1340
C6 -0.9909 -2.4290 -3.7906
C7 -1.1564 -1.5540 -2.7269
N4 -0.1394 -1.0919 -2.0035
H1 4.4197 1.8328 2.3384
H2 4.8762 0.3084 1.7037
H3 3.1649 -1.4696 -1.6052
H4 2.3731 -2.6321 -3.6169
H5 0.4556 -3.5048 -4.9647
H6 -1.8596 -2.7687 -4.3365
H7 -2.1294 -1.1750 -2.4363
Br1 2.2848 -5.9423 2.0147
C8 1.4929 -4.2244 1.8536
C9 2.0567 -3.1547 2.5252
C10 1.4852 -1.8960 2.4050
C11 0.3544 -1.7369 1.6152
C12 -0.1896 -2.8118 0.9199
C13 0.3747 -4.0693 1.0485
N5 -0.2212 -0.4612 1.4226
C14 -0.5481 0.2313 2.4361
C15 -1.0419 1.6051 2.2595
C16 -1.5610 2.3336 3.3139
C17 -1.9788 3.6349 3.0573
C18 -1.8443 4.1393 1.7785
C19 -1.3040 3.3327 0.7799
N6 -0.9209 2.0897 1.0235
H8 2.9480 -3.2940 3.1210
H9 1.9519 -1.0357 2.8674
H10 -1.0499 -2.6483 0.2846
H11 -0.0428 -4.9150 0.5205
H12 -0.4738 -0.1589 3.4533
H13 -1.6329 1.8972 4.3006
H14 -2.3954 4.2424 3.8498
H15 -2.1494 5.1476 1.5358
H16 -1.1625 3.6790 -0.2365
S2 -0.2529 2.2747 -2.4578
C20 -1.9641 2.6519 -2.4716
C21 -2.3044 3.8078 -3.2498
N7 -2.5606 4.7316 -3.8890
C22 -2.9726 1.9974 -1.8230
S3 -2.8385 0.5708 -0.8293
C23 -4.3074 2.5150 -1.9298
N8 -5.3920 2.8990 -1.9875

Output
Frontier orbital gap (eV): 5.6
Charge: -1
Largest force on an atom (Eh/bohr): 0.0143
Multiplicity: 1
Energy above the lowest of the compared OMol25 structures with the same formula, charge and spin (kJ/mol): 0.0
Energy (Eh): -5293.00186

No. 5
Here is a structure of composition C15H19NO8S at a distorted geometry from the Open Molecules 2025 dataset. Energies are from wB97M-V/def2-TZVPD.

Cartesian coordinates (Å):
C1 -2.8062 -0.3583 3.4551
H1 -3.6655 -0.6781 2.6641
O1 -1.6607 -0.5176 3.0031
C2 -1.2015 0.1347 1.7728
C3 -2.0325 0.9582 0.9068
C4 -1.4305 1.6975 -0.0653
C5 -0.0296 1.5308 -0.4992
C6 0.5339 0.4361 0.1816
C7 0.1413 -0.2401 1.3254
O2 0.9066 -1.0201 1.9635
C8 1.8349 -0.5890 3.1475
H2 2.5860 -0.0576 2.5061
H3 1.2577 0.0889 3.4882
H4 2.2900 -1.3382 3.5389
S1 2.1499 0.2273 -0.6006
O3 3.1542 -0.5615 0.2256
O4 2.8298 1.7280 -0.8583
N1 1.8573 -0.2296 -2.0502
H5 0.7685 -0.8325 -1.8693
C9 2.8699 -0.9682 -2.6598
C10 3.1973 -2.4575 -2.1888
C11 2.1899 -3.3167 -1.7293
C12 1.2791 -2.8593 -0.5333
O5 0.3873 -2.1376 -0.5931
O6 1.6591 -3.4437 0.5215
H6 1.3831 -2.6614 1.2289
H7 1.4036 -3.2844 -2.9097
H8 2.3371 -4.3702 -1.5504
H9 4.0351 -2.8007 -2.8325
H10 3.7615 -2.1077 -1.2125
H11 3.5976 -0.4243 -2.7165
H12 2.3774 -1.2674 -3.8467
H13 0.1482 1.9454 -1.2791
C13 -2.3175 2.6161 -0.8656
C14 -3.5642 2.9749 -0.5037
C15 -4.4391 3.9199 -1.0480
O7 -5.6201 4.1791 -1.0556
O8 -3.5628 4.5867 -2.1848
H14 -4.2611 5.0211 -2.7470
H15 -4.0458 2.5443 0.5617
H16 -1.8415 3.2313 -1.6146
H17 -2.7516 1.2250 1.6504
H18 -2.9324 0.5492 3.7043
H19 -2.7737 -1.0728 4.1689

Output
Frontier orbital gap (eV): 7.9
Largest force on an atom (Eh/bohr): 0.2989
Multiplicity: 1
Energy above the lowest of the compared OMol25 structures with the same formula, charge and spin (kJ/mol): 1388.5
Energy (Eh): -1637.32001

No. 6
Here is a cluster of 2 separate species, C3H9N3 in total at a distorted geometry from the Open Molecules 2025 dataset. Energies are from wB97M-V/def2-TZVPD.

Cartesian coordinates (Å):
C1 1.7701 0.6600 1.0501
C2 2.3432 -1.4907 0.4024
N1 2.2821 -0.2736 0.1002
H1 2.5362 1.4001 1.3318
H2 1.4464 0.2154 1.9944
H3 0.9293 1.2970 0.7348
H4 3.0271 -2.1056 -0.1921
H5 1.7791 -1.9398 1.2502
N2 -2.2748 -0.3591 -1.7657
C3 -2.0888 0.5751 -0.7774
N3 -2.9358 0.6480 0.1771
H6 -1.9097 -0.2251 -2.6915
H7 -3.1966 -0.7641 -1.7356
H8 -1.2189 1.2248 -0.8266
H9 -2.4889 1.1376 0.9479

Output
Frontier orbital gap (eV): 10.3
Largest force on an atom (Eh/bohr): 0.0323
Multiplicity: 1
Energy above the lowest of the compared OMol25 structures with the same formula, charge and spin (kJ/mol): 170.7
Energy (Eh): -283.91808

No. 7
Here is a cluster of 2 separate species, CH6N2O in total at a distorted geometry from the Open Molecules 2025 dataset. Energies are from wB97M-V/def2-TZVPD.

Cartesian coordinates (Å):
C1 -1.9494 1.1708 0.1645
N1 -1.7102 -0.0708 0.2180
N2 1.4780 -0.9186 -0.0716
O1 -2.2679 -1.0786 -0.2339
H1 -2.8817 1.4501 -0.3063
H2 -1.3106 1.8159 0.6562
H3 -0.6094 -0.3540 0.7921
H4 2.3030 -1.0673 0.4599
H5 1.8006 -0.5456 -0.9883
H6 1.0831 -1.9028 -0.1437

Output
Frontier orbital gap (eV): 9.6
Largest force on an atom (Eh/bohr): 0.1283
Multiplicity: 1
Energy above the lowest of the compared OMol25 structures with the same formula, charge and spin (kJ/mol): 354.8
Energy (Eh): -226.33243

No. 8
Here is a structure of composition H15LiO8 at a distorted geometry from the Open Molecules 2025 dataset. Energies are from wB97M-V/def2-TZVPD.

Cartesian coordinates (Å):
Li1 0.4360 0.6787 -0.6011
O1 0.7020 -1.2193 0.0689
H1 1.6790 -1.2733 -0.0601
O2 1.3280 -0.6253 2.6239
H2 1.2000 0.2957 2.4369
H3 0.8700 -0.8013 1.7859
O3 -2.9350 -0.5843 -0.2191
H4 -2.1650 -0.4003 -0.7341
H5 -2.6650 -1.1573 0.4379
O4 -0.3040 1.6987 -2.1701
H6 -0.2850 2.5567 -2.5131
H7 -0.0500 1.2637 -2.8561
O5 2.3810 1.4417 -0.2211
H8 2.7520 1.8957 -0.8571
H9 2.8650 0.6227 -0.2321
O6 -1.2530 -2.0853 1.4999
H10 -0.6350 -1.6013 0.9429
H11 -1.3660 -1.6123 2.3209
O7 -0.6720 -1.3453 -2.2011
H12 -1.0640 -2.1153 -2.1661
H13 0.1070 -1.4393 -1.5611
O8 -0.1250 1.6507 1.1229
H14 0.0380 2.6137 1.2419
H15 -0.8390 1.5407 1.9099

Output
Frontier orbital gap (eV): 8.9
Largest force on an atom (Eh/bohr): 0.1747
Multiplicity: 1
Energy above the lowest of the compared OMol25 structures with the same formula, charge and spin (kJ/mol): 104.3
Energy (Eh): -618.44999